Entry 1:
# C11H10N2

The molecule C11H10N2 at a distorted geometry (ωB97M-V/def2-TZVPD, the Open Molecules 2025 dataset).

Properties
SMILES	C1=NCN2c3ccccc3[C@@H]3[C@H]1[C@@H]32
total energy	-14545.017	eV
HOMO-LUMO gap	0.3435	Ha
E_HOMO	-8.486	eV

Cartesian coordinates (Å):
C: 0.71682 2.21694 0.91001
N: 1.37999 1.25068 1.33647
C: 0.85810 0.10256 1.93580
N: -0.39667 -0.60412 1.48595
C: -0.19483 -1.04609 0.07424
C: 0.10413 -2.29980 -0.32464
C: 0.50980 -2.44994 -1.63756
C: 0.42032 -1.38462 -2.56807
C: -0.08408 -0.11938 -2.14208
C: -0.49063 -0.02549 -0.83884
C: -1.23163 1.04391 -0.11774
C: -0.68420 2.23227 0.73423
C: -1.22261 0.74655 1.27615
H: 1.38196 3.14426 0.74053
H: 1.68596 -0.67661 1.87059
H: 0.95259 0.29004 3.07936
H: 0.35446 -3.12589 0.30957
H: 0.88110 -3.45368 -1.97955
H: 0.85278 -1.62737 -3.55449
H: -0.18611 0.77513 -2.61721
H: -2.06065 1.42976 -0.74810
H: -1.42434 2.88762 0.84352
H: -2.12224 0.69326 1.93185

---

Entry 2:
# C34H29Cl11N3OReSSi2

A structure of composition C34H29Cl11N3OReSSi2 at a distorted geometry (ωB97M-V/def2-TZVPD, the Open Molecules 2025 dataset).

Properties
net charge	+1
total energy	-208707.289	eV
HOMO-LUMO gap (alpha / beta)	0.2710 / 0.2285	Ha
spin multiplicity	4
E_HOMO (alpha / beta)	-10.781 / -10.781	eV

Cartesian coordinates (Å):
Re: -0.17673 -0.14817 -0.27004
C: 0.01843 3.48735 0.19375
Si: -0.67252 2.15406 -1.03490
C: -0.03012 2.79418 -2.73334
C: -2.62153 2.18548 -0.96497
C: -3.23721 3.41205 -1.16971
C: -4.61667 3.52053 -1.16402
C: -5.39477 2.39746 -0.95130
C: -4.79058 1.16898 -0.74595
C: -3.40419 1.04440 -0.75275
Si: -2.63579 -0.69340 -0.40099
C: -3.08358 -2.23121 -1.45700
C: -3.23173 -1.29239 1.32714
H: -0.11006 4.47774 -0.23292
H: 1.08112 3.35060 0.37952
H: -0.48826 3.46931 1.15292
H: -0.57193 3.69269 -3.01815
H: -0.14253 2.07371 -3.53513
H: 1.02396 3.04928 -2.65840
H: -2.63732 4.29390 -1.33129
H: -5.08090 4.47924 -1.33351
H: -6.47114 2.47708 -0.94023
H: -5.40567 0.29549 -0.59039
H: -4.14916 -2.41487 -1.37281
H: -2.57010 -3.10048 -1.05549
H: -2.84677 -2.16596 -2.50863
H: -4.24008 -1.67991 1.23266
H: -3.24584 -0.51512 2.07923
H: -2.60415 -2.09922 1.69343
Cl: 2.59281 -0.61113 -0.89823
C: 1.70584 -0.95475 -2.34340
C: 0.33827 -0.65955 -2.27178
C: -0.35009 -0.75827 -3.48720
Cl: -1.93497 -0.09595 -3.60916
C: 0.23996 -1.27805 -4.63899
Cl: -0.67684 -1.44261 -6.07808
C: 1.58801 -1.64777 -4.62643
Cl: 2.32414 -2.27474 -6.03633
C: 2.34789 -1.44090 -3.46918
Cl: 4.03081 -1.79161 -3.44547
Cl: 0.47491 6.91625 8.90997
C: -0.14443 6.09162 7.53399
C: -1.51544 5.98704 7.34028
C: -1.99568 5.34555 6.21414
C: -1.13400 4.80219 5.26829
C: -1.68892 4.13094 4.03304
C: -2.00197 2.62270 4.32180
N: -1.15059 1.74604 3.56658
C: 0.09323 1.30164 3.90339
C: 0.55550 0.59496 2.83181
N: -0.38805 0.60986 1.84710
C: -1.40044 1.31514 2.32431
O: -2.84730 4.80791 3.60417
C: -2.94853 4.94682 2.19525
C: -4.22991 5.63449 1.84385
C: -5.45111 5.02296 1.88300
Cl: -5.74437 3.40790 2.34601
S: -6.73751 6.06481 1.38268
C: -5.61669 7.34028 1.11738
C: -4.34237 6.97752 1.40358
C: 0.23583 4.90610 5.49290
Cl: 1.37099 4.25287 4.35985
C: 0.73807 5.54330 6.61469
H: -2.19547 6.41210 8.06075
H: -3.05718 5.27800 6.03580
H: -0.92041 4.17455 3.24630
H: -3.04188 2.44048 4.04006
H: -1.88763 2.41799 5.38789
H: 0.54835 1.51631 4.84673
H: 1.49466 0.09112 2.71089
H: -2.31255 1.51981 1.79754
H: -2.93206 3.95601 1.71079
H: -2.10355 5.53998 1.81619
H: -5.97470 8.28627 0.76473
H: -3.49840 7.63616 1.30937
H: 1.80230 5.62190 6.76793
Cl: -0.00294 -4.99991 2.39319
C: 1.21965 -4.11612 1.42999
Cl: 2.62255 -3.71719 2.46553
Cl: 1.74466 -5.12512 0.04679
C: 0.64364 -2.90828 0.93796
N: 0.16463 -1.94136 0.52266

---

Entry 3:
# C5H8O

The molecule C5H8O (ωB97M-V/def2-TZVPD, the Open Molecules 2025 dataset).

Properties
SMILES	O[C@@H]1C=CCC1
total energy	-7361.356	eV
HOMO-LUMO gap	0.3892	Ha
E_HOMO	-9.567	eV

Cartesian coordinates (Å):
O: 1.48846 -1.31074 0.87008
C: 0.87260 -0.71522 -0.26812
C: 1.03535 0.78274 -0.22646
C: -0.08457 1.39616 0.15080
C: -1.29194 0.49740 0.06735
C: -0.66558 -0.88656 -0.32590
H: 1.17814 -0.82584 1.64769
H: 1.39147 -1.18241 -1.11225
H: 1.98220 1.27080 -0.42299
H: -0.12567 2.42908 0.48801
H: -1.93368 0.82154 -0.76104
H: -1.93420 0.58723 0.95861
H: -0.92297 -1.13891 -1.36287
H: -0.98958 -1.72526 0.29710

---

Entry 4:
# C12H26CoN6O6S

A structure of composition C12H26CoN6O6S at a distorted geometry (ωB97M-V/def2-TZVPD, the Open Molecules 2025 dataset).

Properties
net charge	+1
total energy	-82538.687	eV
HOMO-LUMO gap (alpha / beta)	0.2091 / 0.2262	Ha
spin multiplicity	5
E_HOMO (alpha / beta)	-9.790 / -11.615	eV

Cartesian coordinates (Å):
O: -1.45579 -3.63721 0.17433
H: -1.87280 -4.13107 -0.55277
Co: -0.45967 -0.75800 0.20806
N: 1.37762 -0.60801 0.53553
N: -0.53483 -1.32703 1.98863
N: -0.40378 0.27683 -1.35077
N: -2.29603 -0.37949 0.09545
O: 2.27433 -0.03374 -0.21570
O: 0.69880 0.74216 -1.95778
O: -3.17962 -0.51878 1.07911
O: -1.57032 -1.40020 2.75981
C: 0.69782 -1.57283 2.52646
C: 1.77995 -1.13294 1.72855
C: -1.59397 0.68060 -1.84647
C: -2.68803 0.26707 -1.02829
C: 3.22017 -1.14465 2.08438
H: 3.66466 -0.14352 1.99770
H: 3.77131 -1.82656 1.41987
H: 3.34253 -1.49899 3.11336
C: 0.72089 -2.13230 3.89260
H: 0.00494 -2.95710 3.98178
H: 0.44683 -1.36578 4.62729
H: 1.71161 -2.51346 4.14775
C: -1.69191 1.55621 -3.04469
C: -4.11120 0.62426 -1.25081
H: -0.82942 1.40105 -3.70471
H: -1.72422 2.62035 -2.75940
H: -2.61630 1.33382 -3.59313
H: -4.76278 0.08545 -0.55466
H: -4.41790 0.38711 -2.27961
H: -4.25540 1.70400 -1.10130
H: 1.48308 0.39700 -1.28505
H: -2.55177 -0.91674 1.87472
C: -0.59485 -2.55197 -0.54602
H: 0.12441 -2.25087 0.23102
H: -1.29812 -1.79876 -0.93670
H: -0.01831 -2.96227 -1.38655
O: 1.27828 -4.00347 -3.17689
H: 1.03895 -3.85791 -4.10906
H: 2.23249 -3.79818 -3.14117
S: -0.60888 1.42301 1.62938
C: 0.41993 2.54957 0.85149
N: 0.07890 3.33814 -0.18646
C: 1.22184 4.00125 -0.79158
C: 2.38879 3.52900 0.07605
N: 1.73656 2.71554 1.09087
H: -0.86769 3.36898 -0.55349
H: 1.09714 5.08692 -0.74491
H: 1.33538 3.69750 -1.83719
H: 2.91421 4.36214 0.54903
H: 3.10646 2.92957 -0.49402
H: 2.23572 2.14428 1.76599

---

Entry 5:
# C5H6F2N2

The molecule C5H6F2N2 at a distorted geometry (ωB97M-V/def2-TZVPD, the Open Molecules 2025 dataset).

Properties
total energy	-13692.666	eV
HOMO-LUMO gap (alpha / beta)	0.3023 / 0.2758	Ha
E_HOMO (alpha / beta)	-8.186 / -7.473	eV

Cartesian coordinates (Å):
C: 0.45834 -0.67413 0.65214
C: 0.88011 -1.06591 -0.70383
C: 0.02309 0.61695 0.46295
C: -0.46829 1.61087 1.49983
C: -0.38473 -2.22210 -1.18181
N: 0.71182 0.00296 -1.53385
N: 0.29314 1.03045 -0.81697
F: -0.50111 -2.40421 -2.52169
F: -1.55865 -1.70851 -0.80528
H: 0.67670 -1.14015 1.63939
H: 1.74735 -1.67582 -1.05340
H: -0.33452 1.13779 2.60120
H: -0.01818 2.64070 1.49970
H: -1.58215 1.86938 1.55239
H: 0.05708 1.98172 -1.29077

---

Entry 6:
# C15H24N2O8

The molecule C15H24N2O8 at a distorted geometry (ωB97M-V/def2-TZVPD, the Open Molecules 2025 dataset).

Properties
SMILES	C=C1CC[C@@H](O[N+](=O)[O-])[C@](C)(OOO[N+](=O)[O-])CC[C@@H]2[C@H]1CC2(C)C
total energy	-35289.447	eV
HOMO-LUMO gap	0.3008	Ha
E_HOMO	-9.175	eV

Cartesian coordinates (Å):
C: -1.77969 -2.55263 -0.90589
C: -1.67212 -1.50700 -0.08378
C: -1.44006 -1.74757 1.39784
C: -0.41763 -0.80945 2.04578
C: 1.05767 -1.18770 1.89147
O: 1.28519 -2.57676 1.74873
N: 1.00957 -3.27205 3.11611
O: 0.93215 -4.46690 3.01265
O: 0.94864 -2.48872 4.03472
C: 1.78568 -0.48467 0.64100
C: 3.31857 -0.68035 0.72511
O: 1.41660 0.87721 0.60731
O: 1.90120 1.68724 1.77021
O: 1.76225 3.02549 1.12080
N: 2.38985 3.84721 2.19327
O: 3.59043 4.02732 2.04934
O: 1.59657 4.25528 3.01876
C: 1.26757 -0.99192 -0.74942
C: 0.51576 -0.06040 -1.65564
C: -0.62847 0.72232 -1.03569
C: -1.87072 -0.07705 -0.47429
C: -2.62547 0.25891 -1.76242
C: -1.57847 1.37831 -2.06680
C: -2.05837 2.72791 -1.52799
C: -1.11639 1.49889 -3.51525
H: -1.65872 -3.58999 -0.54337
H: -1.98647 -2.41989 -1.97324
H: -1.14686 -2.79517 1.56148
H: -2.39076 -1.60108 1.91826
H: -0.56144 -0.80139 3.12730
H: -0.50339 0.23112 1.72686
H: 1.61912 -0.83252 2.76373
H: 3.61420 -1.73284 0.67308
H: 3.77613 -0.20066 -0.14566
H: 3.73038 -0.26895 1.64966
H: 0.67765 -1.89624 -0.57338
H: 2.15083 -1.33001 -1.30687
H: 0.12625 -0.67631 -2.47552
H: 1.24507 0.64421 -2.08160
H: -0.19101 1.40900 -0.30892
H: -2.27947 0.50636 0.36201
H: -3.64746 0.63133 -1.61776
H: -2.60017 -0.53603 -2.50657
H: -1.23282 3.46078 -1.54225
H: -2.87615 3.12681 -2.14989
H: -2.42626 2.62874 -0.49441
H: -0.90918 0.52101 -3.96779
H: -1.90353 1.98687 -4.11319
H: -0.21627 2.13193 -3.57789